{
  "formula": "C47H44FN4O4PS4Sr",
  "method": "ωB97M-V with the def2-TZVPD basis set",
  "symbols": ["Sr", "S", "C", "S", "S", "C", "C", "N", "C", "C", "C", "O", "O", "C", "O", "C", "C", "C", "F", "C", "C", "C", "N", "C", "C", "N", "C", "C", "H", "H", "H", "H", "H", "H", "H", "H", "H", "H", "H", "H", "H", "H", "H", "H", "H", "H", "O", "P", "C", "C", "C", "C", "C", "C", "C", "C", "C", "C", "C", "C", "C", "C", "C", "C", "C", "C", "H", "H", "H", "H", "H", "H", "H", "H", "H", "H", "H", "H", "H", "H", "H", "N", "S", "C", "C", "C", "C", "C", "C", "C", "C", "C", "C", "C", "C", "H", "H", "H", "H", "H", "H", "H", "H", "H", "H", "H"],
  "positions_angstrom": [[-2.263, 0.070, -1.157], [-7.487, -0.109, -1.688], [-5.814, 0.101, -1.647], [-4.935, 1.549, -1.623], [-4.909, -1.388, -1.748], [6.123, -0.676, -2.103], [5.355, -0.933, -0.732], [4.022, -0.350, -0.798], [2.958, -1.123, -1.180], [1.634, -0.747, -1.239], [0.613, -1.761, -1.700], [0.944, -2.940, -1.933], [-0.573, -1.319, -1.788], [1.258, 0.555, -0.712], [0.129, 1.079, -0.638], [2.439, 1.389, -0.244], [2.179, 2.506, 0.505], [3.248, 3.143, 1.130], [2.835, 4.238, 1.816], [4.589, 2.867, 0.936], [4.796, 1.825, 0.002], [3.780, 0.974, -0.386], [5.676, 3.368, 1.675], [5.788, 2.837, 3.010], [7.071, 3.241, 3.704], [7.368, 4.750, 3.664], [7.281, 5.297, 2.268], [6.032, 4.833, 1.487], [5.576, 0.109, -2.663], [6.059, -1.494, -2.777], [7.125, -0.257, -1.970], [5.884, -0.400, 0.071], [5.241, -1.995, -0.519], [3.294, -2.104, -1.515], [1.208, 2.845, 0.606], [5.835, 1.628, -0.216], [5.806, 1.686, 2.937], [4.901, 3.162, 3.582], [7.947, 2.747, 3.229], [7.080, 2.840, 4.746], [8.277, 4.961, 4.102], [6.642, 5.216, 4.211], [8.189, 5.055, 1.696], [7.213, 6.384, 2.339], [6.230, 5.067, 0.391], [5.156, 5.430, 1.732], [-2.583, 0.149, 1.398], [-2.936, -0.615, 2.675], [-2.099, -2.182, 2.684], [-2.268, -2.969, 1.558], [-1.525, -4.175, 1.465], [-0.870, -4.690, 2.544], [-0.618, -3.867, 3.606], [-1.155, -2.586, 3.665], [-4.735, -0.876, 2.876], [-5.191, -1.603, 4.016], [-6.549, -1.979, 4.065], [-7.472, -1.557, 3.102], [-6.977, -0.807, 2.027], [-5.602, -0.451, 1.926], [-2.342, 0.292, 4.108], [-3.060, 0.562, 5.263], [-2.339, 1.067, 6.338], [-0.930, 1.273, 6.286], [-0.268, 1.042, 5.125], [-0.981, 0.694, 3.974], [-2.984, -2.731, 0.770], [-1.522, -4.735, 0.532], [-0.467, -5.707, 2.419], [0.059, -4.205, 4.457], [-0.901, -1.953, 4.488], [-4.484, -1.931, 4.763], [-6.857, -2.696, 4.872], [-8.547, -1.629, 3.309], [-7.644, -0.554, 1.230], [-5.274, 0.165, 1.078], [-4.112, 0.288, 5.396], [-2.871, 1.314, 7.274], [-0.425, 1.694, 7.114], [0.783, 1.120, 5.134], [-0.493, 0.588, 2.985], [-2.361, 0.588, -3.707], [-1.460, -0.436, -4.586], [-2.192, -2.049, -4.556], [-3.518, -2.398, -4.729], [-3.896, -3.679, -4.380], [-2.944, -4.605, -3.881], [-1.594, -4.274, -3.800], [-1.230, -2.999, -4.245], [-1.726, 0.194, -6.245], [-2.122, -0.687, -7.291], [-2.586, -0.184, -8.516], [-2.721, 1.179, -8.686], [-2.449, 2.051, -7.711], [-2.080, 1.582, -6.422], [-3.314, 0.386, -4.019], [-4.213, -1.632, -5.158], [-4.893, -4.020, -4.493], [-3.289, -5.572, -3.609], [-0.921, -5.024, -3.425], [-0.219, -2.791, -4.348], [-1.770, -1.699, -7.230], [-2.848, -0.876, -9.284], [-2.708, 1.534, -9.725], [-2.602, 3.156, -7.699], [-1.903, 2.346, -5.642]],
  "orbital_gap_ha": 0.05064,
  "e_above_lowest_kj_mol": 125.0,
  "total_charge": 0,
  "homo_energy_ev": -3.8,
  "energy_ha": -4401.97882
}